1.
A cluster of 2 separate species, C4H6N in total in a non-equilibrium geometry, computed with the ωB97M-V functional and the def2-TZVPD basis.

E = -5722.8957 eV
Spin multiplicity = 1
Charge = +1
LUMO level = -6.4197 eV
Orbital gap = 9.94 eV

Last column: Löwdin charge in e.
Atoms and positions in Å:
C -1.758 0.550 -0.842  0.393
C -1.063 -1.631 1.909  0.323
C -1.337 -0.942 0.957  -0.099
C 1.523 0.677 -0.611  -0.053
N -1.362 -0.125 -0.004  0.138
H -1.844 1.019 -1.734  0.123
H -0.624 -2.267 2.630  0.085
H 1.934 0.330 0.404  0.063
H 0.887 0.000 -1.065  -0.037
H 1.178 1.714 -0.489  0.034
H 2.466 0.676 -1.154  0.030

=====

2.
A structure of composition C5H12N3, computed with the ωB97M-V functional and the def2-TZVPD basis.

E = -9843.2213 eV
Spin multiplicity = 1
Charge = +1
LUMO level = -3.6690 eV
Orbital gap = 9.90 eV

Last column: Löwdin charge in e.
Atoms and positions in Å:
C -1.581 1.180 0.590  -0.086
C 2.640 0.705 -0.529  -0.254
C -2.584 -1.105 0.488  -0.046
C -0.937 -0.319 -1.209  0.098
C -1.617 -0.115 -0.077  -0.340
N -0.546 1.918 0.627  0.144
N 1.533 0.617 0.114  0.087
N 3.491 -0.286 -0.742  0.151
H -2.515 1.497 1.056  0.146
H 2.902 1.668 -0.952  0.149
H -3.552 -0.638 0.657  0.090
H -2.231 -1.485 1.447  0.092
H -2.715 -1.945 -0.187  0.088
H -0.319 0.440 -1.652  0.071
H 0.565 1.407 0.305  0.043
H -1.035 -1.241 -1.755  0.083
H -0.596 2.822 1.085  0.125
H 1.324 -0.296 0.507  0.109
H 4.362 -0.143 -1.228  0.123
H 3.313 -1.211 -0.377  0.126

=====

3.
A cluster of 2 separate species, C4H4ClO4 in total in a non-equilibrium geometry, computed with the ωB97M-V functional and the def2-TZVPD basis.

E = -24924.5638 eV
Spin multiplicity = 3
Charge = -1
LUMO level (alpha / beta) = 3.8451 / 0.5413 eV
Orbital gap (alpha / beta) = 6.44 / 5.41 eV

Last column: Mulliken spin population.
Atoms and positions in Å:
C -0.301 -0.021 1.190  0.082
C 0.592 0.171 -1.304  0.095
C -1.048 -1.270 0.816  0.024
C 0.721 0.470 0.193  0.443
O 1.490 0.888 -1.989  0.023
O -0.436 0.528 2.261  0.180
O -0.069 -0.701 -1.818  0.185
O 1.724 1.089 0.544  0.555
Cl -0.966 2.108 -0.727  0.417
H -1.446 -1.174 -0.190  0.000
H -0.341 -2.104 0.812  0.000
H -1.836 -1.465 1.542  0.000
H 1.915 1.480 -1.329  -0.003

=====

4.
An isolated molecule of C30H40FNO11S in a non-equilibrium geometry, computed with the ωB97M-V functional and the def2-TZVPD basis.

E = -69318.8864 eV
Spin multiplicity = 1
SMILES = CCOCCOC[C@](CON=O)(CC(=O)c1ccccc1)O[C@@H]([C@@H](OCCCCC(=O)OCC)c1ccccc1)S(=O)(=O)F
Charge = 0
LUMO level = -0.1213 eV
Orbital gap = 9.37 eV

Last column: Löwdin charge in e.
Atoms and positions in Å:
C 2.748 -4.316 4.262  -0.071
C 1.842 -3.811 3.153  -0.291
O 0.519 -4.293 3.225  -0.136
C -0.252 -3.718 4.257  -0.182
C -1.588 -3.131 3.732  -0.164
O -1.644 -2.966 2.344  -0.114
C -0.757 -2.003 1.824  -0.130
C -1.497 -1.118 0.818  -0.331
C -2.161 0.069 1.525  -0.112
O -2.748 -0.338 2.756  -0.102
N -2.718 0.784 3.662  0.004
O -3.750 0.950 4.152  0.109
C -2.525 -1.995 0.051  0.004
C -3.960 -1.996 0.551  -0.326
O -4.389 -2.893 1.241  0.112
C -4.884 -0.883 0.131  -0.155
C -4.610 -0.029 -0.940  -0.034
C -5.497 0.993 -1.256  -0.072
C -6.643 1.165 -0.498  -0.082
C -6.926 0.316 0.564  -0.066
C -6.046 -0.707 0.879  -0.010
O -0.676 -0.552 -0.223  -0.050
C 0.694 -0.442 -0.145  -0.256
C 1.226 -0.046 -1.565  -0.268
O 2.272 -0.942 -1.866  -0.099
C 3.247 -0.366 -2.738  -0.166
C 4.287 0.482 -1.998  -0.157
C 4.155 1.991 -2.236  -0.174
C 5.493 2.746 -2.117  -0.077
C 5.420 3.932 -1.190  -0.479
O 6.135 4.091 -0.239  0.136
O 4.486 4.870 -1.552  -0.033
C 3.439 5.071 -0.585  -0.225
C 2.671 6.319 -0.966  -0.065
C 0.119 -0.117 -2.598  -0.175
C -0.521 1.047 -2.990  -0.021
C -1.567 1.014 -3.905  -0.075
C -1.964 -0.203 -4.441  -0.090
C -1.318 -1.373 -4.062  -0.072
C -0.278 -1.330 -3.147  -0.017
S 1.272 0.948 0.901  0.680
O 0.419 2.065 0.666  -0.233
O 2.677 1.115 0.721  -0.239
F 1.081 0.447 2.371  -0.133
H 2.297 -4.172 5.245  0.071
H 2.986 -5.373 4.156  0.077
H 3.676 -3.741 4.268  0.078
H 2.255 -4.119 2.191  0.121
H 1.863 -2.712 3.149  0.110
H -0.483 -4.483 5.003  0.123
H 0.303 -2.942 4.793  0.119
H -2.399 -3.816 3.975  0.130
H -1.795 -2.203 4.274  0.116
H 0.062 -2.551 1.348  0.133
H -0.327 -1.427 2.647  0.126
H -1.415 0.839 1.739  0.106
H -2.906 0.548 0.891  0.129
H -2.157 -3.015 -0.029  0.141
H -2.533 -1.590 -0.961  0.109
H -3.705 -0.146 -1.520  0.101
H -5.258 1.654 -2.078  0.103
H -7.327 1.973 -0.722  0.103
H -7.811 0.450 1.171  0.104
H -6.207 -1.387 1.704  0.120
H 1.234 -1.351 0.119  0.152
H 1.576 0.988 -1.576  0.125
H 3.724 -1.190 -3.262  0.126
H 2.730 0.245 -3.486  0.123
H 4.245 0.273 -0.931  0.109
H 5.273 0.178 -2.355  0.112
H 3.407 2.417 -1.568  0.085
H 3.767 2.144 -3.245  0.115
H 5.809 3.125 -3.089  0.129
H 6.263 2.099 -1.703  0.119
H 2.774 4.206 -0.583  0.106
H 3.874 5.188 0.408  0.123
H 3.344 7.074 -1.367  0.081
H 1.946 6.103 -1.753  0.074
H 2.119 6.716 -0.117  0.077
H -0.212 1.998 -2.572  0.121
H -2.062 1.935 -4.182  0.103
H -2.785 -0.224 -5.145  0.102
H -1.641 -2.307 -4.501  0.105
H 0.211 -2.252 -2.859  0.126

=====

5.
An isolated molecule of C6H15NO in a non-equilibrium geometry, computed with the ωB97M-V functional and the def2-TZVPD basis.

E = -10001.3365 eV
Spin multiplicity = 1
SMILES = C[C@@H](O)CCN(C)C
Charge = 0
LUMO level = 0.9873 eV
Orbital gap = 9.01 eV

Last column: Löwdin charge in e.
Atoms and positions in Å:
C 1.336 -1.245 -2.037  -0.042
C -0.052 -0.946 -1.510  -0.443
O -1.086 -1.647 -2.140  -0.015
C -0.131 -0.951 0.052  -0.126
C -0.856 0.275 0.659  -0.215
N 0.099 1.181 1.294  -0.299
C -0.026 2.600 1.032  -0.105
C 0.557 0.732 2.603  -0.090
H 1.922 -1.775 -1.284  0.073
H 1.269 -1.900 -2.915  0.079
H 1.926 -0.389 -2.353  0.078
H -0.265 0.134 -1.584  0.128
H -0.886 -2.547 -2.322  0.073
H -0.659 -1.827 0.454  0.116
H 0.891 -0.925 0.427  0.092
H -1.503 0.767 -0.079  0.116
H -1.695 0.060 1.344  0.113
H -0.980 3.106 1.214  0.077
H 0.331 2.764 0.011  0.080
H 0.698 3.140 1.650  0.074
H 0.919 -0.291 2.442  0.074
H -0.215 0.672 3.382  0.080
H 1.384 1.408 2.830  0.082

=====

6.
A cluster of 7 separate species, C5H23N2O7 in total in a non-equilibrium geometry, computed with the ωB97M-V functional and the def2-TZVPD basis.

E = -22863.3397 eV
Spin multiplicity = 1
Charge = +1
LUMO level = -2.6384 eV
Orbital gap = 10.21 eV

Last column: Löwdin charge in e.
Atoms and positions in Å:
O -0.435 2.414 -1.627  0.098
C -1.168 1.503 -1.351  -0.205
C -0.591 0.192 -0.872  -0.251
C -1.198 -0.358 0.434  -0.126
C -0.191 -0.911 1.452  -0.246
C -0.565 0.376 3.367  -0.009
N 0.255 -0.036 2.505  -0.027
N 0.882 0.277 -0.822  0.199
H -2.253 1.581 -1.381  0.118
H -0.807 -0.530 -1.664  0.142
H -2.135 -0.894 0.465  0.098
H -1.569 0.540 0.941  0.091
H -0.668 -1.835 1.850  0.128
H 0.601 -1.561 1.056  0.102
H -0.175 1.091 4.080  0.080
H -1.643 0.181 3.365  0.090
H 1.261 0.757 0.002  0.135
H 1.292 0.880 -1.548  0.147
H 1.346 -0.626 -0.822  0.110
H 2.649 0.385 3.306  0.041
H 3.856 0.190 2.572  0.052
O 3.340 0.941 2.906  -0.052
H -3.435 -0.390 -1.551  0.048
H -3.612 -0.351 -3.080  0.070
O -2.995 -0.137 -2.373  -0.043
H -4.450 1.048 0.785  0.065
H -4.281 -0.072 1.775  0.065
O -3.802 0.397 1.081  -0.054
H -0.011 1.070 -4.401  0.049
H 1.386 0.364 -4.524  0.046
O 0.831 0.911 -3.969  -0.034
H 2.052 -3.184 -1.423  0.052
H 3.499 -2.818 -1.051  0.055
O 2.583 -2.561 -0.922  -0.040
H 3.261 0.897 1.103  0.017
H 3.631 -0.309 0.160  0.043
O 3.257 0.577 0.175  -0.054

=====

7.
A structure of composition C19H41NOP2SiTi in a non-equilibrium geometry, computed with the ωB97M-V functional and the def2-TZVPD basis.

E = -73474.7519 eV
Spin multiplicity = 1
Charge = 0
LUMO level (alpha / beta) = -0.4148 / -0.4142 eV
Orbital gap (alpha / beta) = 5.43 / 5.44 eV

Last column: Löwdin charge in e.
Atoms and positions in Å:
Ti 0.164 -0.225 -0.120  0.458
P 2.780 -0.302 -0.645  0.750
P -2.662 -0.098 -0.236  0.771
N -0.153 0.121 -1.892  -0.146
H 1.455 0.856 -0.487  -0.055
C 2.960 -1.882 -1.588  -0.268
H 4.015 -2.177 -1.727  0.036
H 2.519 -1.796 -2.592  0.043
H 2.468 -2.716 -1.067  0.018
C 3.898 -0.583 0.771  -0.271
H 4.885 -0.947 0.443  0.045
H 3.469 -1.342 1.440  0.035
H 4.033 0.356 1.328  0.042
C 3.502 1.012 -1.729  -0.233
H 4.605 1.009 -1.770  0.046
H 3.148 1.982 -1.328  0.047
H 3.116 0.875 -2.754  0.053
C -3.455 -1.333 -1.297  -0.277
H -4.523 -1.098 -1.363  0.042
H -3.311 -2.328 -0.858  0.036
H -2.992 -1.304 -2.290  0.044
C -3.681 -0.195 1.269  -0.280
H -4.737 -0.226 0.976  0.041
H -3.500 0.666 1.921  0.031
H -3.436 -1.109 1.821  0.023
C -3.264 1.451 -1.002  -0.254
H -4.360 1.485 -0.942  0.044
H -2.955 1.486 -2.052  0.042
H -2.839 2.329 -0.501  0.041
C -0.161 0.968 -2.934  -0.443
C -0.123 1.299 -5.345  -0.124
C -0.126 0.443 -4.258  -0.069
C -0.163 2.386 -2.765  -0.064
C -0.155 3.215 -3.873  -0.125
C -0.140 2.691 -5.164  -0.134
H -0.079 0.881 -6.348  0.091
H -0.084 -0.640 -4.379  0.094
H -0.157 2.790 -1.754  0.092
H -0.131 4.287 -3.717  0.093
H -0.087 3.356 -6.034  0.089
C -0.377 -3.305 1.172  -0.362
O -0.183 -2.201 0.487  -0.159
C 0.407 -4.497 0.772  -0.009
H 1.249 -4.650 1.472  0.109
H 0.889 -4.302 -0.203  0.086
H -0.175 -5.414 0.686  0.092
C -1.197 -3.218 2.401  -0.011
H -2.161 -3.714 2.334  0.096
H -1.413 -2.175 2.673  0.066
H -0.674 -3.580 3.299  0.102
C 1.481 -0.122 3.386  -0.185
Si 0.252 1.217 2.920  0.392
C -1.344 0.897 3.862  -0.190
C 0.961 2.877 3.428  -0.200
C -0.131 1.476 1.090  -0.400
H 1.433 -0.231 4.480  0.035
H 2.504 0.176 3.130  0.013
H 1.282 -1.108 2.948  0.011
H -1.130 0.895 4.939  0.029
H -2.075 1.693 3.676  0.033
H -1.817 -0.061 3.617  0.003
H 1.919 3.056 2.926  0.029
H 0.268 3.678 3.143  0.034
H 1.118 2.920 4.512  0.023
H 0.395 2.387 0.698  0.005
H -1.225 1.663 0.994  -0.045

=====

8.
A structure of composition C11H14AlBIO2 in a non-equilibrium geometry, computed with the ωB97M-V functional and the def2-TZVPD basis.

E = -31106.8585 eV
Spin multiplicity = 1
Charge = -1
LUMO level = 2.8268 eV
Orbital gap = 7.60 eV

Last column: Löwdin charge in e.
Atoms and positions in Å:
C 1.920 2.456 2.077  0.036
C 2.501 2.200 1.041  -0.239
C 3.004 1.583 -0.241  -0.285
Al 1.764 0.076 -0.877  -0.013
I 2.986 -0.970 -2.980  0.193
C 0.002 0.834 -1.547  -0.217
C -1.222 0.594 -0.663  -0.274
C -1.263 0.671 0.750  -0.048
C -2.470 0.448 1.468  -0.089
C -3.686 0.177 0.787  -0.124
C -3.679 0.093 -0.633  -0.115
C -2.466 0.300 -1.318  -0.069
B 1.640 -1.321 0.683  -0.645
O 2.777 -1.510 1.490  0.080
O 0.494 -2.081 1.006  -0.073
C 0.202 -2.955 -0.087  -0.118
H 1.236 2.621 2.903  0.018
H 3.100 2.362 -1.024  0.050
H 4.012 1.135 -0.095  0.048
H 0.158 1.930 -1.706  0.071
H -0.229 0.401 -2.547  0.043
H -0.346 0.898 1.312  0.090
H -2.526 0.469 2.566  0.092
H -4.634 0.021 1.320  0.083
H -4.610 -0.098 -1.193  0.089
H -2.485 0.264 -2.422  0.101
H 3.439 -0.850 1.242  0.059
H -0.786 -3.423 0.080  0.089
H 0.994 -3.742 -0.130  0.095
H 0.209 -2.458 -1.083  0.072